A molecular structure, C30H25N3OPdS7Sb, computed with wB97M-V/def2-TZVPD.

HOMO energy (alpha / beta)   -4.6389 / -4.6388 eV
Spin multiplicity   1
M   896.20 g mol⁻¹
Net charge   -1
Calculated total energy   -123899.0565 eV
E_LUMO (alpha / beta)   0.0675 / 0.0675 hartree
Gap between HOMO and LUMO (alpha / beta)   6.5 / 6.5 eV

Structure (XYZ):
```
68
Properties=species:S:1:pos:R:3:forces:R:3
C -5.008945 0.720951 -2.121101 -0.003 -0.007 -0.008
C 1.592684 -0.385432 -1.902662 0.006 -0.001 0.025
C -4.708056 0.443849 -0.795745 0.009 0.002 0.014
H 2.131202 5.728718 -1.167668 0.001 0.000 0.000
H -4.794799 -1.938017 3.958912 -0.007 -0.002 -0.011
C 1.328391 -2.835056 3.770220 -0.089 0.047 -0.038
C 0.523361 2.780221 -1.588590 0.009 -0.013 0.009
C 1.022552 3.907987 -0.949191 0.000 0.009 0.003
C 3.922599 3.341713 1.784742 0.015 -0.019 -0.027
H -3.050768 -2.155896 3.697235 0.004 -0.009 0.002
H -4.261474 1.436646 -4.003443 -0.003 0.000 0.000
C 3.916289 1.608691 0.106106 0.011 -0.009 -0.006
H -3.187594 0.441691 0.722890 -0.003 0.011 0.011
H 0.235209 -3.169162 5.437016 0.002 0.006 -0.011
S -4.335564 -2.312474 1.665836 -0.025 -0.002 0.012
C -1.726275 -3.024344 1.065918 -0.003 -0.022 -0.019
C 1.986757 -1.404731 -2.750719 0.011 -0.002 -0.007
H 1.626380 3.406234 -4.731140 -0.001 0.001 0.000
H -0.797075 -3.334695 -2.629956 0.000 0.006 0.000
C -2.442776 1.160649 -1.160162 0.010 0.000 0.012
H 0.625875 -4.562137 4.521572 0.001 0.006 0.007
H -6.007957 0.540939 -2.498354 -0.003 0.004 0.000
C 1.451381 3.551265 -3.672288 -0.003 -0.003 -0.008
C 0.333458 -0.421761 -1.294698 -0.081 0.031 0.027
Pd 1.100186 -1.164829 1.057428 0.064 -0.019 -0.003
N 1.261241 -1.548914 4.020428 -0.010 -0.036 0.033
C 4.247424 2.887251 0.507527 -0.024 0.017 0.024
C -4.040586 -2.528310 3.439352 0.017 0.009 -0.004
N 1.653516 -0.751297 2.990638 0.024 0.043 -0.024
C -3.426917 0.671187 -0.309153 0.002 -0.018 -0.017
H 0.869995 4.024189 0.118780 0.000 -0.003 -0.001
H 2.562572 0.473414 4.303244 0.000 -0.002 -0.006
C 2.920448 1.185438 2.264384 -0.025 0.009 0.009
S -0.693906 -4.266810 0.393049 0.024 0.008 0.004
C -3.053229 -3.307466 1.008530 0.026 0.027 -0.002
H -5.462765 0.036026 -0.135782 -0.007 0.006 0.001
H -1.513948 -1.518985 -1.127176 0.010 0.008 -0.011
C 1.943583 4.681185 -3.031570 0.003 0.008 0.005
H 4.179369 4.344647 2.099139 0.001 0.002 -0.003
C 2.346776 0.288451 3.253234 0.007 -0.024 0.012
C 1.124233 -2.460658 -3.019268 -0.005 -0.008 0.001
H 4.194843 1.249322 -0.877467 0.000 -0.003 0.001
H 2.972913 -1.378825 -3.196120 0.001 0.004 0.003
C 1.732499 4.857439 -1.672065 -0.005 0.000 -0.004
S -3.506319 -4.801359 0.226868 -0.008 -0.015 0.013
S -0.503363 2.045652 1.737530 -0.002 0.008 -0.014
C -0.526835 -1.488352 -1.573058 0.021 -0.022 -0.007
H 0.399783 1.701139 -3.451610 -0.009 -0.002 -0.002
C 3.283465 2.474102 2.650826 0.003 0.000 0.007
H -1.983173 1.815114 -3.161911 0.015 0.006 -0.001
H 2.501874 5.419753 -3.593546 0.000 0.000 -0.002
C -1.927472 -5.300405 -0.229068 -0.026 0.008 -0.001
C -0.130958 -2.503577 -2.434945 0.005 -0.007 0.021
C -4.028220 1.219647 -2.968396 -0.006 0.004 -0.009
C -2.742936 1.432115 -2.490910 -0.002 0.008 -0.002
H -4.142172 -3.575505 3.716587 0.001 -0.001 0.003
C 3.221192 0.725001 0.958350 -0.004 -0.009 -0.001
H 3.044644 2.794773 3.659148 -0.002 0.000 0.001
Sb -0.479911 1.345763 -0.391113 -0.023 -0.026 -0.009
N 0.872894 -3.629206 4.805141 0.037 -0.034 0.023
O 2.921475 -0.477632 0.534891 0.000 -0.025 -0.009
H 4.764582 3.541674 -0.185198 0.003 0.003 0.004
H 2.263618 0.437094 -1.703531 0.004 0.003 -0.002
C 0.747362 2.597941 -2.950752 0.008 0.011 -0.004
S 1.921701 -3.610888 2.362208 0.012 0.023 -0.011
S -1.609438 -6.644211 -1.138202 0.008 -0.003 -0.010
S -1.092257 -1.556693 1.747568 0.004 0.007 0.013
H 1.437329 -3.260269 -3.678756 -0.001 0.000 0.000
```
Positions in Å, forces in eV/Å.